Entry 1:
This record from the OMol25 dataset describes C24H39BrN10SV as an isolated structure. The level of theory is ωB97M-V/def2-TZVPD.

Results
<S²>: 3.76
charge: +2
spin multiplicity: 4
largest force on an atom: 2.97 eV/A

```
76
C24H39BrN10SV, DFT ωB97M-V/def2-TZVPD
V 0.407 -0.153 -0.245
Br -4.076 -0.099 5.828
C -2.637 -0.128 4.609
C -2.870 -0.351 3.261
C -1.804 -0.366 2.382
C -0.492 -0.161 2.812
C -0.284 0.073 4.176
C -1.342 0.083 5.064
N 0.532 -0.188 1.832
C 1.767 -0.226 2.203
C 2.814 -0.219 1.212
C 4.158 -0.164 1.569
C 5.120 -0.153 0.578
C 4.699 -0.203 -0.744
C 3.344 -0.251 -1.018
N 2.403 -0.255 -0.072
H -3.880 -0.502 2.905
H -1.971 -0.548 1.330
H 0.700 0.276 4.574
H -1.162 0.261 6.115
H 2.068 -0.268 3.244
H 4.426 -0.130 2.617
H 6.172 -0.111 0.824
H 5.413 -0.205 -1.555
H 3.020 -0.290 -2.049
N 0.473 -0.258 -2.410
C -0.835 -0.477 -3.051
C -1.834 0.447 -2.380
N -1.849 0.143 -0.933
H 0.849 0.637 -2.717
H 1.119 -0.986 -2.704
H -1.126 -1.519 -2.895
H -0.810 -0.292 -4.126
H -2.820 0.348 -2.836
H -1.502 1.478 -2.506
H -2.440 -0.672 -0.790
H -2.292 0.911 -0.438
C -0.346 6.053 -1.355
N 0.378 4.784 -1.375
C 0.711 4.314 -2.710
C 0.481 4.002 -0.286
S 0.577 2.303 -0.435
N 0.513 4.584 0.920
C 0.283 3.828 2.141
C 1.076 5.917 1.129
H -1.118 6.023 -2.125
H 0.316 6.894 -1.569
H -0.830 6.208 -0.396
H 1.044 5.168 -3.301
H -0.156 3.870 -3.207
H 1.514 3.587 -2.663
H -0.394 3.000 1.953
H -0.165 4.492 2.879
H 1.221 3.436 2.545
H 1.550 6.282 0.223
H 1.837 5.849 1.908
H 0.317 6.628 1.456
C -1.080 -6.214 -2.506
C -1.777 -5.916 -1.181
C -2.871 -4.864 -1.346
C -0.780 -5.522 -0.072
N -0.196 -4.201 -0.274
C -0.574 -3.026 0.242
N 0.189 -2.089 -0.289
N 1.036 -2.728 -1.130
N 0.807 -3.982 -1.127
H -1.811 -6.540 -3.246
H -0.342 -7.009 -2.390
H -0.569 -5.335 -2.900
H -2.241 -6.838 -0.823
H -2.468 -3.932 -1.756
H -3.369 -4.647 -0.397
H -3.628 -5.223 -2.042
H 0.037 -6.240 -0.035
H -1.284 -5.502 0.893
H -1.347 -2.896 0.981
```

=====

Entry 2:
This record from the OMol25 dataset describes a 5-piece molecular cluster, C28H47NO11 overall. The level of theory is ωB97M-V/def2-TZVPD.

Results
charge: 0
SMILES: CCO[C@@H]1CC(=O)N[C@H]1OC[C@@H](C)C(C)C.O=C1CCCO1.O=C1CCCO1.O=C1CCCO1.O=C1CCCO1
spin multiplicity: 1
largest force on an atom: 3.06 eV/A

```
87
C28H47NO11, DFT ωB97M-V/def2-TZVPD
C -2.046 -0.338 -6.292
C -0.563 -0.746 -6.284
O 0.025 -0.685 -4.989
C 0.207 -1.945 -4.372
C -1.141 -2.589 -4.075
C -1.680 -1.619 -3.007
O -2.785 -1.497 -2.630
N -0.619 -0.839 -2.548
C 0.574 -1.584 -2.901
O 0.600 -2.819 -2.207
C 0.997 -2.617 -0.838
C 0.166 -3.359 0.200
C -0.976 -2.447 0.679
C -0.303 -4.761 -0.192
C 0.764 -5.590 -0.897
C -1.605 -4.810 -1.028
H -2.674 -1.212 -6.416
H -2.302 0.078 -5.324
H -2.230 0.342 -7.112
H -0.041 -0.009 -6.887
H -0.399 -1.702 -6.775
H 1.009 -2.548 -4.788
H -1.115 -3.619 -3.770
H -1.845 -2.616 -4.899
H -0.667 -0.507 -1.595
H 1.492 -1.014 -2.849
H 0.943 -1.548 -0.651
H 2.051 -2.870 -0.734
H 0.822 -3.490 1.057
H -0.658 -1.817 1.493
H -1.808 -3.085 0.977
H -1.360 -1.872 -0.152
H -0.519 -5.280 0.738
H 1.670 -5.723 -0.313
H 0.353 -6.589 -1.034
H 0.980 -5.232 -1.894
H -2.336 -5.421 -0.510
H -2.063 -3.846 -1.204
H -1.418 -5.300 -1.975
O 0.729 0.223 1.341
C 1.016 0.509 2.471
O 1.401 -0.407 3.391
C 1.581 0.235 4.669
C 1.816 1.703 4.343
C 0.987 1.888 3.081
H 0.684 0.082 5.263
H 2.428 -0.214 5.186
H 1.544 2.374 5.156
H 2.871 1.867 4.112
H -0.048 2.147 3.303
H 1.433 2.619 2.405
O -1.281 0.157 4.053
C -2.001 -0.766 4.306
O -1.804 -1.579 5.371
C -2.759 -2.655 5.352
C -3.916 -2.146 4.506
C -3.203 -1.233 3.512
H -2.279 -3.534 4.916
H -3.055 -2.887 6.372
H -4.492 -2.944 4.042
H -4.595 -1.557 5.125
H -2.853 -1.775 2.635
H -3.817 -0.388 3.211
O 2.697 4.144 1.919
C 1.992 5.065 2.221
O 1.543 5.262 3.484
C 0.632 6.376 3.513
C 0.973 7.202 2.282
C 1.435 6.130 1.299
H -0.388 5.988 3.485
H 0.773 6.927 4.440
H 0.139 7.803 1.925
H 1.801 7.876 2.506
H 0.603 5.705 0.735
H 2.201 6.491 0.620
O 2.035 5.652 -2.408
C 2.164 4.470 -2.545
O 3.213 3.910 -3.199
C 3.033 2.485 -3.290
C 2.072 2.134 -2.165
C 1.211 3.387 -2.078
H 2.624 2.249 -4.275
H 3.998 1.995 -3.184
H 1.508 1.222 -2.352
H 2.624 2.004 -1.233
H 0.360 3.349 -2.761
H 0.871 3.584 -1.065
```

=====

Entry 3:
This record from the OMol25 dataset describes C4H4ClLuN2OP as an isolated structure. The level of theory is ωB97M-V/def2-TZVPD.

Results
charge: +3
spin multiplicity: 1
largest force on an atom: 6.48 eV/A

```
14
C4H4ClLuN2OP, DFT ωB97M-V/def2-TZVPD
N -1.516 -2.047 1.561
C -0.620 -1.304 1.400
C 0.746 -0.584 1.030
Cl 2.053 -1.826 1.062
C 0.792 0.094 -0.424
C 1.821 1.205 -0.494
N 2.654 1.965 -0.503
P -0.831 0.742 -1.106
O -0.839 0.482 -2.551
H 0.940 0.182 1.820
H 1.142 -0.688 -1.144
H -1.998 0.018 -0.567
H -1.042 2.145 -0.843
Lu -3.194 -0.286 0.732
```

=====

Entry 4:
This record from the OMol25 dataset describes C23H41FMnP2 as an isolated structure. The level of theory is ωB97M-V/def2-TZVPD.

Results
<S²>: 6.43
relative energy (zero: lowest compared OMol25 entry of this formula, charge and spin): 480.8 kJ/mol
charge: +1
spin multiplicity: 5
largest force on an atom: 5.62 eV/A

```
68
C23H41FMnP2, DFT ωB97M-V/def2-TZVPD
Mn -0.971 0.436 -0.954
C -0.933 -1.742 2.590
C 0.369 -2.108 2.141
C 0.562 -0.218 3.439
C -0.814 -0.542 3.343
C 1.302 -1.208 2.731
C -2.202 -2.433 2.291
H -2.042 -3.271 1.603
H -2.936 -1.751 1.835
H -2.651 -2.829 3.215
C -1.929 0.261 3.875
H -2.825 0.123 3.260
H -1.673 1.326 3.864
H -2.183 -0.017 4.909
C 1.113 0.995 4.076
H 1.311 0.846 5.148
H 0.392 1.816 3.977
H 2.054 1.294 3.600
C 2.771 -1.245 2.596
H 3.252 -1.659 3.498
H 3.187 -0.237 2.432
H 3.054 -1.878 1.748
C 0.690 -3.185 1.180
H 1.090 -4.079 1.684
H 1.442 -2.857 0.444
H -0.211 -3.491 0.628
C -1.650 1.667 -2.207
C -2.288 0.342 -2.685
C -1.537 -0.400 -3.798
C -0.032 -0.492 -3.526
C 0.343 -0.319 -2.030
C 1.295 0.855 -1.703
C 0.944 2.143 -2.520
C -0.541 2.380 -2.944
H -1.733 0.133 -4.745
H 0.511 0.222 -4.163
H -1.958 -1.411 -3.904
H -0.625 2.201 -4.025
H -2.413 2.352 -1.804
H -3.337 0.525 -2.971
H -0.713 3.466 -2.835
H 1.285 3.030 -1.962
H 2.242 0.471 -2.131
H 1.583 2.138 -3.422
H 0.307 -1.490 -3.841
H 0.700 -1.269 -1.610
P -2.892 -0.714 -1.078
C -4.303 0.149 -0.361
C -3.202 -2.443 -1.471
P 3.486 1.536 0.544
C 1.676 1.146 -0.192
C 4.507 0.511 -0.573
C 3.786 3.194 -0.179
H -3.910 0.918 0.318
H -4.906 -0.556 0.225
H -4.908 0.606 -1.154
H -2.456 -2.824 -2.174
H -4.221 -2.591 -1.852
H -3.091 -2.993 -0.524
H 3.749 3.207 -1.279
H 4.776 3.512 0.185
H 3.046 3.907 0.223
H 1.143 2.057 0.122
H 1.335 0.305 0.447
H 5.314 0.118 0.060
H 4.933 1.131 -1.369
H 3.937 -0.335 -0.990
F -1.402 1.269 0.745
```

=====

Entry 5:
This record from the OMol25 dataset describes the molecule C4H7NO2. The level of theory is ωB97M-V/def2-TZVPD.

Results
relative energy (zero: lowest compared OMol25 entry of this formula, charge and spin): 644.5 kJ/mol
charge: 0
spin multiplicity: 1
largest force on an atom: 1.51 eV/A

```
14
C4H7NO2, DFT ωB97M-V/def2-TZVPD
C 0.853 0.435 1.245
C 0.076 -0.264 0.184
N -0.779 -1.189 0.327
O -0.895 -1.604 1.642
C 0.471 0.082 -1.370
C -0.823 0.737 -1.636
O 1.354 1.032 -1.400
H 0.221 0.607 2.120
H 1.698 -0.189 1.556
H 1.246 1.366 0.833
H -1.564 -2.300 1.589
H 0.652 -0.900 -1.851
H -0.761 1.717 -2.103
H -1.749 0.469 -1.135
```

=====

Entry 6:
This record from the OMol25 dataset describes the molecule C18H21ClN4O3. The level of theory is ωB97M-V/def2-TZVPD.

Results
relative energy (zero: lowest compared OMol25 entry of this formula, charge and spin): 0.0 kJ/mol
charge: 0
SMILES: O=C1NC(=O)N(c2cccc(Cl)c2)C(=O)/C1=C\NCCN1CCCCC1
spin multiplicity: 1
largest force on an atom: 0.54 eV/A

```
47
C18H21ClN4O3, DFT ωB97M-V/def2-TZVPD
O -2.380 -2.058 2.094
C -1.359 -1.639 1.585
N -0.333 -2.519 1.261
C 0.869 -2.230 0.666
O 1.686 -3.085 0.428
N 1.069 -0.891 0.371
C 0.160 0.131 0.643
O 0.438 1.287 0.334
C -1.085 -0.260 1.250
C -2.099 0.670 1.447
N -1.955 1.968 1.254
C -3.098 2.824 1.097
H -2.765 3.753 0.632
H -3.520 3.068 2.076
C -4.201 2.134 0.236
N -3.663 1.006 -0.487
C -2.944 1.391 -1.688
C -2.177 0.202 -2.258
C -3.130 -0.952 -2.546
C -3.907 -1.288 -1.279
C -4.623 -0.047 -0.757
H -5.141 -0.293 0.173
H -5.376 0.282 -1.496
H -3.224 -1.646 -0.508
H -4.641 -2.070 -1.475
H -2.574 -1.824 -2.893
H -3.827 -0.660 -3.336
H -1.428 -0.117 -1.531
H -1.658 0.511 -3.166
H -2.241 2.189 -1.438
H -3.643 1.778 -2.452
H -4.648 2.886 -0.431
H -4.989 1.766 0.897
H -1.065 2.217 0.813
H -3.023 0.305 1.874
C 2.305 -0.541 -0.256
C 3.158 0.351 0.375
C 4.347 0.690 -0.248
C 4.696 0.145 -1.473
C 3.834 -0.749 -2.083
C 2.634 -1.091 -1.485
H 1.962 -1.788 -1.960
H 4.099 -1.180 -3.036
H 5.631 0.417 -1.939
Cl 5.414 1.805 0.524
H 2.896 0.779 1.329
H -0.484 -3.495 1.491
```

=====

Entry 7:
This record from the OMol25 dataset describes a 2-piece molecular cluster, C5H14NO overall. The level of theory is ωB97M-V/def2-TZVPD.

Results
relative energy (zero: lowest compared OMol25 entry of this formula, charge and spin): 245.7 kJ/mol
charge: +1
spin multiplicity: 1
largest force on an atom: 2.03 eV/A

```
21
C5H14NO, DFT ωB97M-V/def2-TZVPD
C 0.789 1.259 -1.660
C -0.601 0.804 -1.286
C -0.758 -0.729 -1.180
C -0.117 -1.369 0.065
C -1.715 -0.100 1.584
N -0.619 -0.725 1.318
H 1.519 1.173 -0.847
H 0.784 2.322 -1.911
H 1.326 0.858 -2.525
H -1.239 0.976 -2.156
H -0.916 1.309 -0.374
H -0.409 -1.149 -2.120
H -1.795 -1.034 -1.070
H 0.961 -1.313 0.150
H -0.446 -2.411 0.061
H -1.595 0.894 2.011
H -2.678 -0.602 1.562
H 0.171 -0.457 1.916
H 2.669 -0.424 2.715
H 2.524 0.788 1.758
O 2.145 -0.070 1.990
```

=====

Entry 8:
This record from the OMol25 dataset describes a 2-piece molecular cluster, C5H15N2O overall. The level of theory is ωB97M-V/def2-TZVPD.

Results
relative energy (zero: lowest compared OMol25 entry of this formula, charge and spin): 269.0 kJ/mol
charge: +1
spin multiplicity: 1
largest force on an atom: 4.14 eV/A

```
23
C5H15N2O, DFT ωB97M-V/def2-TZVPD
C 1.490 0.898 0.675
C 1.753 -0.078 -0.517
C 0.840 -1.346 -0.351
N -2.283 -1.625 1.455
C -0.933 -1.683 1.170
C -0.494 -1.048 0.072
N 0.138 1.619 0.416
H 2.238 1.685 0.827
H 1.368 0.645 1.692
H 1.758 0.649 -1.487
H 2.816 -0.509 -0.508
H 1.372 -2.154 0.336
H 0.986 -1.960 -1.248
H -2.890 -1.264 0.749
H -2.715 -2.204 2.245
H -0.364 -2.461 1.703
H -1.287 -0.889 -0.642
H -0.592 0.828 0.473
H 0.014 2.554 1.034
H 0.124 1.838 -0.644
H -0.752 1.675 -2.949
H -1.697 2.652 -2.294
O -0.892 2.181 -2.209
```

=====

Entry 9:
This record from the OMol25 dataset describes the molecule C3H4O2S2. The level of theory is ωB97M-V/def2-TZVPD.

Results
relative energy (zero: lowest compared OMol25 entry of this formula, charge and spin): 208.3 kJ/mol
charge: 0
SMILES: S=COCOC=S
spin multiplicity: 1
largest force on an atom: 5.85 eV/A

```
11
C3H4O2S2, DFT ωB97M-V/def2-TZVPD
C -0.469 -0.978 1.664
C 0.424 -0.669 -0.555
C 0.089 1.649 -1.012
H 0.523 -0.549 2.049
H 0.176 -0.980 -1.581
H 1.335 -1.126 -0.301
H 0.373 2.684 -0.636
O -0.695 -0.881 0.355
O 0.903 0.678 -0.434
S -1.686 -1.450 2.546
S -0.973 1.622 -2.095
```

=====

Entry 10:
This record from the OMol25 dataset describes C3H7N3S as an isolated structure. The level of theory is ωB97M-V/def2-TZVPD.

Results
relative energy (zero: lowest compared OMol25 entry of this formula, charge and spin): 452.1 kJ/mol
charge: 0
spin multiplicity: 1
largest force on an atom: 4.51 eV/A

```
14
C3H7N3S, DFT ωB97M-V/def2-TZVPD
C -0.433 0.618 0.207
C -1.876 0.512 0.103
C -2.365 -0.759 -0.266
H 1.802 2.599 -0.863
H 1.794 1.077 0.229
H -0.076 -0.948 1.662
H 2.294 -1.185 -0.067
H -2.444 1.545 0.115
H -3.323 -1.038 -0.511
H -1.643 -1.868 -0.509
N 1.356 1.908 -0.152
N -0.002 1.750 -0.232
N 0.456 -0.353 0.942
S 1.060 -1.596 -0.264
```

=====

Entry 11:
This record from the OMol25 dataset describes C24H53Hg2NO10S4 as an isolated structure. The level of theory is ωB97M-V/def2-TZVPD.

Results
charge: +2
spin multiplicity: 1
largest force on an atom: 2.61 eV/A

```
94
C24H53Hg2NO10S4, DFT ωB97M-V/def2-TZVPD
Hg -1.644 -4.461 2.427
Hg -1.669 -4.695 -1.220
C -0.528 -1.986 0.195
O -0.753 -3.321 0.621
H -0.114 -1.266 0.901
H 0.208 -2.169 -0.601
H -1.441 -1.612 -0.275
C 1.052 -5.001 -2.483
O -0.078 -5.824 -2.528
H 1.990 -5.568 -2.573
H 1.064 -4.203 -3.226
H 1.133 -4.658 -1.445
C -2.792 3.172 2.952
C -1.459 3.379 2.190
N -1.754 3.189 0.783
C -0.813 2.427 0.020
C 0.409 3.286 -0.450
C -2.418 4.392 0.228
C -2.844 4.231 -1.236
H -3.411 2.329 2.644
H -3.481 4.011 2.851
H -2.616 3.035 4.021
H -0.913 4.307 2.385
H -0.761 2.594 2.495
H -0.538 1.481 0.486
H -1.401 2.085 -0.840
H 0.238 4.130 -1.120
H 0.835 3.851 0.385
H 1.222 2.715 -0.899
H -1.610 5.127 0.300
H -3.317 4.641 0.783
H -2.992 5.218 -1.677
H -3.681 3.539 -1.318
H -2.112 3.854 -1.956
C -5.457 0.597 1.450
C -4.315 0.543 0.447
C -4.998 0.882 -0.878
S -6.537 -0.068 -0.993
O -6.217 -1.401 -1.434
O -7.640 0.764 -1.417
C -6.714 -0.053 0.825
H -5.680 1.629 1.715
H -5.146 0.029 2.328
H -3.813 -0.425 0.412
H -3.609 1.356 0.616
H -4.329 0.907 -1.740
H -5.352 1.917 -0.847
H -6.916 -1.088 1.109
H -7.683 0.428 0.944
C 4.225 -0.661 -0.708
C 5.729 -0.389 -0.894
C 6.432 -1.205 0.150
S 5.294 -2.619 0.529
O 4.835 -2.456 1.882
O 5.801 -3.915 0.093
C 3.969 -2.165 -0.646
H 3.644 -0.008 -1.362
H 3.903 -0.319 0.285
H 5.933 0.662 -0.689
H 6.013 -0.632 -1.917
H 6.572 -0.760 1.133
H 7.384 -1.621 -0.177
H 2.990 -2.475 -0.288
H 4.268 -2.733 -1.527
C 1.340 1.141 -4.618
C 0.747 0.314 -3.433
C 1.118 -1.132 -3.705
S 2.576 -1.242 -4.834
O 2.027 -1.647 -6.114
O 3.607 -1.996 -4.114
C 2.812 0.650 -4.778
H 1.196 2.172 -4.292
H 0.760 1.038 -5.533
H -0.338 0.383 -3.342
H 1.145 0.688 -2.489
H 0.348 -1.747 -4.171
H 1.401 -1.644 -2.781
H 3.329 0.906 -5.698
H 3.358 0.891 -3.869
C 2.067 -0.212 3.515
C 1.253 0.082 4.776
C 0.010 -0.846 4.775
S 0.780 -2.427 4.402
O -0.133 -3.211 3.536
O 1.320 -3.130 5.527
C 2.194 -1.758 3.435
H 3.046 0.252 3.615
H 1.601 0.151 2.596
H 0.934 1.121 4.842
H 1.920 -0.115 5.617
H -0.609 -0.641 3.897
H -0.716 -0.842 5.586
H 2.202 -2.185 2.437
H 3.107 -1.962 3.990
```

=====

Entry 12:
This record from the OMol25 dataset describes a 2-piece molecular cluster, C6H14O overall. The level of theory is ωB97M-V/def2-TZVPD.

Results
relative energy (zero: lowest compared OMol25 entry of this formula, charge and spin): 103.6 kJ/mol
charge: 0
SMILES: CC(=O)CC(C)C.[H][H]
spin multiplicity: 1
largest force on an atom: 0.43 eV/A

```
21
C6H14O, DFT ωB97M-V/def2-TZVPD
C 0.778 1.813 -0.014
C 1.166 0.339 0.140
C 2.415 0.039 -0.691
C 0.036 -0.617 -0.262
C -1.024 -0.876 0.794
C -2.291 -1.565 0.323
O -0.854 -0.605 1.964
H 1.632 2.459 0.219
H -0.040 2.099 0.652
H 0.470 2.033 -1.045
H 1.385 0.152 1.199
H 3.248 0.689 -0.400
H 2.220 0.204 -1.759
H 2.736 -1.002 -0.566
H 0.453 -1.612 -0.483
H -0.443 -0.289 -1.195
H -2.317 1.344 0.122
H -2.162 -2.645 0.449
H -2.504 -1.370 -0.731
H -3.136 -1.251 0.939
H -2.129 1.292 0.840
```

=====

| no. | energy (Eh) |
| --- | --- |
| 1 | -5401.27553 |
| 2 | -1977.53800 |
| 3 | -2375.14123 |
| 4 | -2834.14792 |
| 5 | -361.63539 |
| 6 | -1603.53520 |
| 7 | -328.59265 |
| 8 | -383.94856 |
| 9 | -1063.48476 |
| 10 | -680.81005 |
| 11 | -3652.00067 |
| 12 | -312.21558 |